# C28H21BF8O2S

3 unconnected molecules or ions with the total composition C28H21BF8O2S at a distorted geometry (the ωB97M-V functional and the def2-TZVPD basis, the Open Molecules 2025 dataset).

XYZ file:
```
61
Properties=species:S:1:pos:R:3:forces:R:3:lowdin_charge:R:1
C -4.44144 0.78653 -1.74359 -0.545 0.331 0.329 -0.11
C -3.07624 0.24968 -1.60099 1.172 -1.226 -0.209 -0.56
C -2.66382 -1.06909 -1.75011 -0.210 0.862 0.213 -0.10
C -1.25623 -1.21844 -1.73698 0.101 0.550 0.491 -0.09
C -0.58164 -0.01815 -1.55415 -1.435 0.058 -1.527 -0.46
B -2.25040 0.01770 3.27293 0.913 0.084 -0.293 -0.40
C 0.72376 0.33098 -2.07830 1.012 0.044 -0.138 -0.20
C 1.11152 1.67975 -2.24270 0.044 -0.327 0.185 0.02
C 2.42288 2.00006 -2.54209 0.091 -0.190 -0.045 -0.11
C 2.81581 3.42144 -2.82254 0.160 0.827 0.082 -0.51
F 3.97125 3.76976 -2.16985 -1.002 -0.251 -0.677 0.12
F 3.02926 3.62278 -4.15956 -0.095 -0.040 1.079 0.13
F 1.84845 4.30671 -2.43095 0.869 -0.638 -0.377 0.12
C 3.40409 1.01136 -2.58055 0.149 0.130 0.243 0.05
C 3.01572 -0.31456 -2.47383 -0.120 -0.099 -0.389 -0.10
C 4.05158 -1.39591 -2.30736 0.403 -0.589 -0.046 -0.49
F 4.30687 -1.61451 -0.96173 -0.193 0.200 -1.515 0.11
F 3.61990 -2.59055 -2.82431 0.554 0.971 0.506 0.11
F 5.24210 -1.08597 -2.89925 -1.021 -0.401 0.628 0.12
C 1.66518 -0.66500 -2.43298 -0.129 0.398 0.390 0.03
O -2.90453 1.20226 3.50383 -0.546 -0.915 -0.392 0.06
C -4.29616 0.80368 3.79460 0.389 0.373 0.376 -0.11
C -4.31737 -0.71832 3.64421 0.153 -0.392 -0.166 -0.11
O -2.91157 -1.13173 3.60238 -0.700 0.683 -0.292 0.05
S -1.73295 1.28534 -1.32162 -0.184 -0.784 -0.772 1.14
H -4.97516 0.26504 -2.54815 0.113 0.141 0.234 0.09
H -4.99255 0.65007 -0.80539 -0.147 0.143 -0.215 0.08
H -4.39576 1.85688 -1.98197 -0.228 -0.267 0.073 0.07
H -3.37111 -1.87865 -1.89626 0.142 0.057 -0.015 0.11
H -0.75122 -2.17957 -1.77734 -0.107 0.207 -0.357 0.12
H 0.37923 2.47633 -2.13998 0.186 -0.174 0.046 0.10
H 4.45250 1.27403 -2.68796 -0.164 -0.045 0.033 0.14
H 1.35699 -1.69627 -2.63096 0.159 0.354 0.531 0.13
H -4.54244 1.11480 4.82315 0.118 0.019 -0.474 0.13
H -4.94972 1.29608 3.06845 0.120 0.005 0.260 0.12
H -4.79315 -1.21187 4.49241 -0.053 -0.035 -0.233 0.13
H -4.76962 -1.02077 2.68167 0.081 -0.006 0.570 0.13
F 1.10148 -5.74837 1.11375 -0.154 0.557 0.122 0.03
C 0.77615 -4.42316 1.17513 0.226 -0.022 -0.202 -0.26
C 0.04428 -3.94905 2.26515 0.038 -0.210 -0.661 0.00
C -0.37409 -2.62764 2.25145 0.226 0.612 -0.295 -0.01
C 0.07906 -1.71319 1.25342 0.341 -1.294 0.570 -0.21
C -0.36446 -0.34534 1.20287 -0.490 -0.351 0.791 -0.01
C 0.55771 0.74912 1.09730 0.844 1.426 0.400 -0.24
C -0.00991 2.05717 1.15733 0.017 -0.542 0.004 -0.06
C 0.74729 3.20760 1.05459 0.294 0.015 0.202 0.00
C 2.13248 3.06243 1.04004 0.403 0.206 -0.121 -0.25
F 2.90449 4.19132 1.10186 -0.529 -0.867 -0.200 0.05
C 2.76017 1.81608 0.97771 -0.204 0.379 -0.150 0.00
C 1.97805 0.66642 0.97052 -0.699 0.000 0.287 0.01
C 0.93749 -2.23173 0.25366 -0.310 0.489 0.119 -0.07
C 1.21454 -3.58838 0.14541 -0.170 -0.140 0.522 0.01
H -0.21180 -4.62376 3.07989 -0.049 0.126 -0.254 0.12
H -1.03039 -2.25235 3.03593 0.367 -0.216 -0.137 0.09
H -1.29451 -0.13650 2.03864 -0.185 0.264 -0.050 0.07
H -1.08598 2.13356 1.34063 0.384 -0.003 -0.215 0.11
H 0.29104 4.19774 1.02024 0.202 -0.271 0.214 0.13
H 3.84621 1.76278 0.92628 -0.244 0.036 0.036 0.13
H 2.47075 -0.30598 0.91936 -0.160 0.292 0.057 0.11
H 1.32032 -1.52978 -0.49185 -0.154 -0.581 0.428 0.07
H 1.76562 -3.98086 -0.71151 -0.040 0.035 0.395 0.12
```
Forces are in eV/Å.

frontier orbital gap	5.34	eV
maximum force	0.0408	hartree/bohr
total energy	-2451.96119	Eh


# C28H21BrF5IrN3O4

A molecular structure, C28H21BrF5IrN3O4 (the ωB97M-V functional and the def2-TZVPD basis, the Open Molecules 2025 dataset).

XYZ file:
```
63
Properties=species:S:1:pos:R:3:forces:R:3:lowdin_charge:R:1
Ir -0.95635 -0.60120 1.20844 0.461 -0.233 -0.485 1.25
O 2.46825 1.71713 2.02765 -0.042 0.007 -0.040 0.07
C 1.87521 2.89795 2.33185 0.038 0.010 0.017 -0.27
C 2.69864 3.95701 2.70286 0.044 -0.018 0.003 0.00
C 2.15558 5.19257 2.99906 -0.018 0.014 0.001 -0.07
C 0.78099 5.39954 2.93668 0.036 0.011 0.007 -0.08
C -0.03704 4.34849 2.57068 -0.023 -0.050 0.025 -0.03
C 0.49261 3.09777 2.26419 -0.020 -0.036 0.047 -0.13
C -0.41089 2.00102 1.78509 0.048 -0.152 -0.121 -0.37
O -0.03250 0.73852 2.29899 -0.276 0.377 0.071 -0.29
N -0.37504 2.00563 0.29997 0.055 0.132 0.032 0.07
N -0.81101 0.81413 -0.22546 -0.175 -0.032 0.031 -0.16
C -0.88952 0.61758 -1.48649 0.005 0.041 0.033 -0.13
C -1.33921 -0.64784 -2.03130 -0.055 -0.045 0.006 -0.53
Br -2.06388 -1.88775 -0.73602 0.066 -0.013 0.197 0.96
C -1.27481 -1.07009 -3.29400 0.012 -0.024 -0.086 -0.06
C -0.78603 -0.29244 -4.44269 -0.031 0.005 0.039 -0.22
C 0.05091 -0.92531 -5.36120 0.025 -0.026 -0.006 -0.03
C 0.55897 -0.22275 -6.44059 0.003 0.001 -0.002 -0.05
C 0.21017 1.10722 -6.63020 -0.005 -0.001 0.008 -0.06
C -0.65681 1.73164 -5.74391 0.002 0.001 0.002 -0.06
C -1.15357 1.03682 -4.65340 0.008 0.017 0.003 -0.05
H 1.78887 1.01844 1.99993 -0.004 -0.005 0.003 0.07
H 3.76498 3.78137 2.75393 -0.003 0.010 0.002 0.12
H 2.81050 6.00408 3.28831 0.001 -0.002 -0.004 0.11
H 0.35886 6.36653 3.17151 0.001 -0.003 0.005 0.10
H -1.11092 4.48881 2.51565 0.006 -0.001 -0.001 0.12
H -1.45211 2.20257 2.06212 0.032 0.089 0.013 0.13
H 0.50979 2.30896 -0.09625 0.039 -0.077 0.017 0.15
H -0.58641 1.39278 -2.18114 0.026 0.014 0.047 0.14
H -1.57550 -2.09304 -3.49941 0.024 0.000 -0.001 0.12
H 0.31331 -1.96758 -5.22275 0.014 -0.004 0.014 0.12
H 1.22168 -0.71612 -7.13841 0.000 -0.001 0.003 0.11
H 0.60011 1.65247 -7.47902 -0.001 0.000 0.001 0.11
H -0.95547 2.75812 -5.90878 0.000 -0.001 0.000 0.11
H -1.86338 1.51541 -3.98919 -0.003 -0.002 -0.020 0.12
O -2.84708 -0.14980 2.08745 0.060 -0.022 0.002 -0.18
C -3.26603 -1.24863 2.94232 -0.088 0.110 0.053 -0.11
C -2.05311 -1.88002 3.55870 0.065 -0.081 0.063 -0.23
C -2.10057 -2.51400 4.78331 0.018 -0.020 -0.011 0.01
C -0.94998 -3.12616 5.26190 0.029 0.011 -0.053 -0.01
C 0.21235 -3.06891 4.50963 -0.057 -0.021 0.064 -0.01
C 0.19469 -2.40339 3.29971 0.062 -0.001 0.015 -0.06
N -0.92200 -1.83691 2.83879 -0.172 0.003 -0.089 -0.05
H -3.54146 0.04222 1.44380 -0.047 0.022 0.064 0.12
H -3.81259 -1.97893 2.34019 0.027 -0.018 -0.001 0.14
H -3.92106 -0.85230 3.71629 -0.040 -0.010 -0.032 0.14
H -3.02012 -2.52673 5.35213 0.006 0.003 0.006 0.13
H -0.96217 -3.63284 6.21704 0.004 0.006 0.006 0.12
H 1.13102 -3.51936 4.85530 -0.006 -0.009 0.002 0.12
H 1.06567 -2.29697 2.66715 -0.022 0.015 0.034 0.12
F 2.51415 -3.74435 -3.77043 0.000 0.006 -0.013 0.13
C 2.12074 -3.08702 -2.68280 -0.009 0.029 0.024 -0.14
C 2.37718 -1.73130 -2.55376 0.010 0.002 -0.057 -0.15
F 3.02461 -1.08522 -3.51902 -0.033 0.013 -0.046 0.14
C 1.94472 -1.05168 -1.43099 -0.054 0.058 0.002 -0.14
F 2.13686 0.27175 -1.35854 0.054 -0.002 -0.001 0.12
C 1.28171 -1.69584 -0.38619 -0.010 0.118 -0.095 -0.29
O 0.94176 -1.02748 0.71441 -0.053 -0.039 0.184 -0.23
C 1.05740 -3.05991 -0.53863 -0.043 -0.135 0.060 -0.18
F 0.41908 -3.71935 0.44466 0.021 -0.008 -0.065 0.08
C 1.44992 -3.75163 -1.66954 -0.018 -0.053 0.029 -0.14
F 1.19535 -5.05365 -1.77961 0.010 0.019 -0.005 0.14
```
Forces are in eV/Å.

frontier orbital gap	7.01	eV
maximum force	0.0138	hartree/bohr
charge	+1
total energy	-4722.23082	Eh


# C28H21BrN4O2PtS

A molecular structure, C28H21BrN4O2PtS at a distorted geometry (the ωB97M-V functional and the def2-TZVPD basis, the Open Molecules 2025 dataset).

XYZ file:
```
58
Properties=species:S:1:pos:R:3:forces:R:3:lowdin_charge:R:1
Pt -17.34370 1.99860 -8.80184 -0.315 1.309 1.009 0.94
C -15.38009 4.91932 -9.30730 0.626 -1.519 1.581 -0.03
C -16.86548 5.11685 -9.34701 -0.686 0.073 0.709 -0.28
C -17.25102 6.43310 -9.68353 -1.556 0.069 0.169 -0.01
C -18.59009 6.80987 -9.61543 2.112 -0.201 -0.579 0.00
C -19.56018 5.84803 -9.32802 0.221 -2.497 -0.035 -0.14
C -20.92961 6.10111 -9.50042 0.222 -0.277 0.308 -0.04
C -21.85739 5.09793 -9.32855 0.217 0.384 0.581 -0.08
C -21.46028 3.79508 -9.01389 1.289 -0.306 0.459 -0.09
C -20.08882 3.44968 -8.93499 -0.865 -0.450 -0.496 -0.58
S -19.56647 1.74749 -8.94112 -0.486 0.603 0.616 0.57
C -19.11185 4.45128 -9.05381 0.128 2.873 -0.499 -0.22
N -17.76433 4.17021 -8.98678 0.309 0.972 -0.874 0.00
H -14.92767 5.42607 -8.40914 -0.681 -0.190 -0.705 0.12
H -14.86265 5.33444 -10.16909 -0.194 -0.130 -0.196 0.08
H -15.13498 3.84250 -9.10454 -0.095 1.021 -0.660 0.05
H -16.47132 7.11674 -10.00752 -0.231 0.009 0.163 0.11
H -18.82683 7.82145 -9.92095 -0.393 0.000 0.201 0.12
H -21.18456 7.11798 -9.74319 -0.413 0.165 -0.026 0.11
H -22.90219 5.35679 -9.30555 -0.245 -0.091 -0.280 0.10
H -22.20319 3.04690 -8.73894 0.188 0.049 -0.429 0.11
Br -13.20086 1.92300 -2.18096 0.501 -0.201 0.533 0.74
C -12.89319 1.94166 -4.03540 -1.273 0.893 -0.831 -0.69
C -11.68200 1.68893 -4.64409 -0.252 -0.054 -0.618 -0.12
C -11.59536 1.73884 -6.06299 -0.656 0.530 -0.136 -0.07
C -12.70480 2.14729 -6.83249 -0.137 -0.730 1.134 -0.01
C -13.94625 2.40983 -6.14730 0.893 -0.415 -0.248 -0.12
C -14.03999 2.32812 -4.76720 1.517 -0.335 -0.357 -0.08
C -15.25716 2.56490 -6.85183 -1.173 1.382 0.568 -0.66
O -15.25343 2.15510 -8.04842 -0.026 -0.906 -1.145 -0.20
O -16.26633 3.05995 -6.31230 1.204 -0.493 0.151 -0.02
H -10.84652 1.47241 -4.00147 0.323 -0.248 -0.153 0.09
H -10.68049 1.45921 -6.61331 -0.403 0.269 0.655 0.10
H -12.58543 2.13228 -7.93345 -0.529 0.171 0.876 0.11
H -14.97897 2.55639 -4.28797 -0.052 -0.098 0.001 0.10
C -15.48665 0.33671 -12.13431 0.315 0.932 0.070 -0.05
C -15.59020 1.06006 -10.94247 -1.010 -0.683 -0.141 -0.10
N -16.39363 0.61183 -9.93141 1.762 -2.200 -1.419 -0.17
C -16.79159 -0.68985 -9.88051 1.083 1.363 -1.693 -0.05
C -16.50112 -1.53298 -10.97928 0.075 0.134 0.176 -0.18
C -15.94363 -0.96295 -12.14447 -0.034 0.010 0.510 -0.02
C -16.86359 -2.95407 -11.00933 -0.621 -0.770 2.475 -0.01
C -17.16472 -3.76139 -9.91546 -0.007 1.064 -3.425 -0.02
C -16.99980 -3.47031 -8.50998 1.306 -0.121 1.185 -0.30
C -17.83448 -4.07131 -7.58625 -0.977 -0.391 -1.588 -0.02
C -17.66862 -3.76778 -6.28157 -0.034 -0.400 1.444 -0.15
N -16.65989 -3.07810 -5.79445 -0.125 0.884 -0.190 0.10
C -15.89937 -2.54224 -6.73601 0.835 -0.231 -0.180 -0.19
N -15.95908 -2.72482 -8.04888 -0.974 0.050 -0.481 0.13
H -15.08003 0.80856 -13.05833 -0.071 -0.491 1.026 0.12
H -15.07825 2.00772 -10.79826 -0.428 -0.009 0.051 0.11
H -17.29581 -0.96900 -8.96443 -0.155 -0.095 -0.417 0.11
H -15.76887 -1.51150 -13.06454 -0.343 -0.383 0.251 0.12
H -16.98282 -3.30233 -12.02434 -0.219 -0.527 0.056 0.10
H -17.70480 -4.69035 -10.16405 0.587 0.321 0.271 0.11
H -18.63599 -4.73593 -7.90931 0.101 0.279 0.085 0.12
H -18.36237 -4.09804 -5.54921 -0.598 -0.582 0.520 0.10
H -15.11124 -1.91015 -6.37268 0.444 0.213 -0.036 0.11
```
Forces are in eV/Å.

frontier orbital gap (spin up / spin down)	5.78 / 6.33	eV
maximum force	0.0697	hartree/bohr
total energy	-4540.54451	Eh
2S+1	3


# C28H21IrN3O5S

A molecular structure, C28H21IrN3O5S at a distorted geometry (the ωB97M-V functional and the def2-TZVPD basis, the Open Molecules 2025 dataset).

XYZ file:
```
59
Properties=species:S:1:pos:R:3:forces:R:3:lowdin_charge:R:1
Ir -0.23226 0.46792 -0.08730 -0.740 -1.314 0.528 1.53
C -1.59031 1.42529 1.63429 0.210 0.070 -0.574 -0.06
C -2.43014 0.87284 0.59798 0.536 0.606 0.158 -0.08
C -2.30117 -0.45774 0.21454 0.177 0.153 0.123 -0.09
C -1.27041 -1.25286 0.81156 0.169 0.131 0.167 -0.10
C -0.41614 -0.69247 1.78721 -0.208 -0.148 -0.216 -0.13
C -0.59632 0.65588 2.22253 -0.007 -0.043 0.077 -0.10
H -1.67146 2.46811 1.91141 -0.142 0.000 -0.083 0.14
H -3.13105 1.52998 0.10167 -0.053 -0.083 -0.043 0.14
H -2.89648 -0.84006 -0.60447 0.057 -0.132 0.017 0.14
H -1.10197 -2.26064 0.45684 0.016 -0.020 0.016 0.15
H 0.40448 -1.26851 2.18724 -0.019 -0.030 -0.005 0.14
H 0.06987 1.06932 2.96292 -0.020 0.010 -0.041 0.13
O 0.02296 1.80495 -1.72988 -0.085 0.516 0.234 -0.03
C -0.08330 0.85568 -2.55940 -0.195 -0.817 0.230 -0.48
N -0.31209 -0.30819 -1.94112 0.248 0.759 -0.528 -0.19
S -0.33057 -1.63711 -2.95983 -0.065 0.085 -0.021 0.69
O -1.62713 -2.22763 -2.86973 0.027 -0.004 -0.006 -0.25
O 0.82909 -2.43771 -2.74298 0.070 -0.008 0.007 -0.25
C -0.16847 -0.57608 -4.38214 0.008 0.054 0.072 -0.19
C -0.18423 -0.97496 -5.69688 0.009 0.024 -0.041 0.00
C -0.05201 0.02405 -6.66279 0.001 0.009 0.024 -0.02
C 0.08094 1.36077 -6.30721 0.000 -0.009 -0.004 -0.03
C 0.08999 1.75155 -4.97152 0.001 0.029 0.001 0.03
C -0.03267 0.76589 -4.01255 -0.003 -0.171 -0.096 -0.13
H -0.29845 -2.01333 -5.97728 -0.001 0.001 0.007 0.14
H -0.06043 -0.24891 -7.70930 -0.006 -0.005 0.002 0.12
H 0.16985 2.10962 -7.08207 0.000 0.000 0.002 0.12
H 0.17851 2.79246 -4.69115 0.012 -0.004 0.004 0.14
O 2.12067 0.51163 2.17896 0.099 -0.001 -0.014 0.08
C 2.56951 0.35838 1.06886 0.015 -0.192 -0.032 -0.51
N 3.89251 0.22114 0.76030 -0.105 0.086 0.025 0.18
C 4.10980 0.01823 -0.63611 0.154 0.043 -0.102 -0.26
C 2.66842 0.13021 -1.18103 0.031 0.053 -0.037 -0.36
O 2.40571 0.11904 -2.36068 -0.008 0.022 0.044 0.08
N 1.82017 0.25879 -0.11708 -0.096 0.407 0.017 0.04
C 4.86823 -1.24128 -1.02659 -0.075 -0.053 0.015 -0.07
C 4.61160 -1.91207 -2.24752 -0.014 0.013 0.023 0.03
C 5.33075 -3.03780 -2.56991 -0.012 0.002 -0.003 -0.01
C 6.33236 -3.49983 -1.71328 0.002 -0.002 0.015 0.01
C 6.60797 -2.83546 -0.51152 -0.008 -0.021 -0.001 -0.02
C 5.89368 -1.71509 -0.17378 0.021 0.019 -0.004 0.01
C 5.13142 0.93424 -1.29743 -0.040 -0.014 0.108 -0.07
C 5.13513 1.14481 -2.69944 0.008 -0.032 -0.011 0.03
C 6.10191 1.93995 -3.26953 0.011 0.023 0.003 -0.02
C 7.09058 2.51697 -2.47397 -0.016 0.007 -0.039 0.01
C 7.10780 2.30311 -1.08840 -0.021 -0.008 0.033 -0.02
C 6.15139 1.51175 -0.50693 0.022 0.009 0.009 0.01
H 4.56480 0.16509 1.50443 0.028 -0.016 -0.010 0.16
H 3.82045 -1.55840 -2.89241 -0.001 -0.003 -0.021 0.12
H 5.11860 -3.56934 -3.48707 -0.009 -0.003 0.005 0.13
H 6.89806 -4.38384 -1.97650 0.010 0.010 -0.006 0.13
H 7.37873 -3.20923 0.14801 -0.004 0.000 0.001 0.13
H 6.10856 -1.21218 0.75935 0.010 0.012 -0.009 0.12
H 4.35880 0.70096 -3.30276 0.000 -0.011 -0.014 0.12
H 6.09764 2.11599 -4.33617 -0.011 0.001 0.003 0.13
H 7.85028 3.13994 -2.92732 0.010 -0.015 0.000 0.13
H 7.87140 2.76829 -0.48055 -0.005 0.005 0.001 0.13
H 6.15956 1.37048 0.56484 0.006 -0.002 -0.007 0.12
```
Forces are in eV/Å.

frontier orbital gap (spin up / spin down)	8.18 / 5.50	eV
maximum force	0.0311	hartree/bohr
charge	+2
total energy	-2122.01139	Eh
2S+1	2


ΔE to the lowest compared entry with this formula, charge and spin for the records above, in order: 94.3 1.8 0.0 6.6 kcal per mole